[1]
Below is a cluster of 9 separate species, C53H58N3O14 in total in a non-equilibrium geometry, with properties calculated with ωB97M-V with the def2-TZVPD basis set.

Output
charge = +1
electronic energy = -89013.7856 eV

Each line ends with the Löwdin charge.
Cartesian coordinates (Å):
C1 2.9207 -2.1942 0.3684  -0.0526
C2 2.9667 -0.6462 0.3564  -0.1803
N1 1.7297 -0.0762 0.7264  -0.0316
C3 0.6567 0.0548 -0.1926  0.0058
C4 -0.0813 1.0898 0.1624  -0.0604
N2 0.4267 1.5238 1.3144  -0.0543
C5 1.6307 0.8718 1.6014  0.0139
C6 0.0327 2.9028 1.8994  0.0553
H1 2.0947 -2.6222 -0.1456  0.0586
H2 2.9667 -2.4552 1.4564  0.0693
H3 3.8267 -2.6962 -0.0186  0.0922
H4 3.0457 -0.5312 -0.7646  0.1311
H5 3.8507 0.0158 0.6184  0.1626
H6 0.5457 -0.6572 -0.9846  0.1242
H7 -1.0523 1.3728 -0.2516  0.1528
H8 2.2307 1.3138 2.4024  0.1822
H9 -0.5743 3.4098 1.1554  0.0716
H10 1.0437 3.3638 1.8364  0.0796
H11 -0.2483 3.0098 2.9894  0.1132
N3 0.0147 -1.8312 3.7884  0.0202
C7 -1.2173 -1.6652 4.4444  -0.1565
C8 -1.8653 -2.6532 5.0814  -0.1075
C9 -1.2463 -3.8842 5.1954  -0.1099
C10 0.0127 -4.0752 4.7414  -0.0767
C11 0.6367 -3.0192 3.8964  -0.1277
H12 -1.3713 -0.5712 4.4864  0.0973
H13 -2.6693 -2.1292 5.5914  0.1104
H14 -1.7603 -4.8132 5.8924  0.1861
H15 0.6887 -4.9502 4.7874  0.1035
H16 1.6627 -3.1502 3.3984  0.1066
C12 3.4057 -2.2692 -4.4756  0.0545
C13 3.2657 -3.7632 -4.7166  0.0108
C14 2.0797 -4.4762 -4.5626  -0.3820
C15 0.9867 -3.7632 -4.0316  0.0084
C16 1.0657 -2.3832 -3.6816  -0.0044
C17 2.2677 -1.6242 -3.8836  -0.2600
O1 2.2417 -0.2632 -3.6046  0.0785
O2 1.9147 -5.7962 -4.6616  0.1187
H17 4.3577 -1.9412 -4.6196  0.0627
H18 4.1907 -4.4162 -5.1146  0.1565
H19 0.1647 -4.2532 -3.6006  0.0859
H20 0.2837 -1.9182 -2.9896  0.1159
H21 1.6447 0.2998 -3.4326  -0.0610
H22 2.5787 -6.2202 -4.9536  0.0061
C18 -4.3543 7.6688 0.9334  0.0635
C19 -3.8663 6.5918 -0.1956  0.0792
C20 -2.5133 6.1858 -0.2406  -0.4345
C21 -1.6493 6.7388 0.6454  -0.0445
C22 -2.1383 7.5668 1.6664  -0.0501
C23 -3.3863 8.0528 1.7804  -0.3976
O3 -3.6713 9.0448 2.7024  0.0461
O4 -2.2163 5.1388 -1.0186  -0.0258
H23 -5.4673 7.8948 1.0204  0.1307
H24 -4.4163 6.0328 -0.9666  0.1027
H25 -0.5173 6.5978 0.7834  0.1378
H26 -1.3383 7.9278 2.2784  0.1137
H27 -4.3493 9.6548 2.4624  0.0911
H28 -1.2323 4.6888 -1.0346  0.1816
C24 2.4697 -6.0462 0.7204  -0.0080
C25 1.5697 -6.9062 1.3794  -0.0171
C26 0.8097 -7.9272 0.7094  -0.2508
C27 0.8607 -8.0312 -0.6946  -0.0378
C28 1.5837 -7.0512 -1.4526  -0.0157
C29 2.3707 -6.0822 -0.7016  -0.2749
O5 2.8647 -5.0382 -1.4826  -0.0291
O6 0.0897 -8.9372 1.4214  0.0158
H29 3.0887 -5.2882 1.1694  0.1004
H30 1.4277 -6.7532 2.4384  0.0998
H31 0.5087 -8.8332 -1.3526  0.1163
H32 1.5757 -7.1212 -2.5476  0.1012
H33 2.5557 -5.2392 -2.4686  0.1184
H34 -0.3913 -9.6182 1.0084  0.0692
C30 -2.9273 2.4588 5.8284  0.0160
C31 -3.4613 1.6088 4.5814  0.0269
C32 -3.5073 2.3188 3.3734  -0.3554
C33 -3.1883 3.6958 3.2524  -0.0184
C34 -2.7033 4.4598 4.4034  0.0017
C35 -2.6063 3.7878 5.6784  -0.3409
O7 -1.9893 4.4718 6.7684  -0.0082
O8 -3.8163 1.6628 2.1874  0.0148
H35 -2.8463 1.9578 6.8214  0.1138
H36 -3.6283 0.4448 4.7654  0.1299
H37 -3.1913 4.0788 2.2394  0.0999
H38 -2.4833 5.6188 4.3594  0.1406
H39 -1.9833 5.4068 6.4184  0.1077
H40 -3.9073 0.7348 2.0784  0.0845
C36 -1.6203 -5.2502 -1.3926  0.0008
C37 -1.3333 -4.3862 -0.2106  0.0420
C38 -1.7243 -2.9792 -0.2766  -0.4140
C39 -2.6213 -2.5842 -1.4026  -0.0193
C40 -2.8533 -3.4822 -2.4086  -0.0566
C41 -2.3793 -4.7952 -2.4946  -0.4336
O9 -2.5643 -5.6522 -3.4266  0.0426
O10 -1.3313 -2.1912 0.5734  0.0997
H41 -1.1223 -6.1562 -1.3236  0.0524
H42 -0.7313 -4.7722 0.6174  0.0956
H43 -2.8713 -1.4162 -1.5016  0.1473
H44 -3.5303 -2.9552 -3.1816  0.1334
H45 -2.1493 -6.6242 -3.1516  0.2205
H46 -0.9883 -2.7572 1.2194  0.0738
C42 5.3447 5.9188 0.2894  0.0340
C43 4.1687 4.8868 0.0754  0.0239
C44 4.4637 3.8938 -0.8996  -0.4169
C45 5.7307 3.7478 -1.4586  -0.0019
C46 6.8307 4.5778 -1.1516  0.0326
C47 6.6197 5.6308 -0.2156  -0.3214
O11 7.6577 6.4018 0.1904  0.0460
O12 3.5257 2.9488 -1.1826  -0.0345
H47 5.1507 6.7408 0.9474  0.0888
H48 3.1477 4.9488 0.7314  0.1331
H49 5.8807 2.8738 -2.2296  0.1600
H50 7.6047 4.3388 -1.4876  -0.0066
H51 8.4487 6.4188 -0.3766  0.1265
H52 2.6357 3.5008 -1.1336  0.1470
C48 -2.3303 1.9998 -3.1046  0.0006
C49 -3.8213 1.7078 -3.3046  0.0459
C50 -4.1293 0.6258 -4.0436  -0.3925
C51 -3.1433 -0.2732 -4.4056  -0.0191
C52 -1.7793 -0.0552 -4.1986  0.0192
C53 -1.3853 1.2248 -3.6496  -0.3020
O13 -0.0883 1.5368 -3.2606  -0.0139
O14 -5.4343 0.3318 -4.2926  0.0507
H53 -2.0673 2.7688 -2.4346  0.0684
H54 -4.5773 2.4208 -3.0256  0.1125
H55 -3.3583 -1.1512 -5.0546  0.1393
H56 -1.0363 -0.7152 -4.5556  0.0865
H57 0.1267 2.4438 -2.9366  0.1244
H58 -5.7423 1.1658 -4.6886  0.1206

[2]
Below is a structure of composition C53H59ClNO5SSb2SiV in a non-equilibrium geometry, with properties calculated with ωB97M-V with the def2-TZVPD basis set.

Output
2S+1 = 3
electronic energy = -137644.8649 eV

Each line ends with the Löwdin charge.
Cartesian coordinates (Å):
V1 -0.1837 0.4572 -0.4751  0.6995
C1 -0.6225 3.1317 -3.1800  -0.2484
Sb1 -1.7789 1.6558 -2.1780  1.3831
C2 -3.1112 2.9736 -1.1686  -0.2692
C3 -3.1597 0.9782 -3.7094  -0.2819
C4 -2.7262 1.2198 -5.1451  -0.2761
C5 -2.9962 2.4824 -5.6889  -0.0726
C6 -2.6377 2.8231 -6.9803  -0.0872
C7 -1.9948 1.8825 -7.7702  -0.0793
C8 -1.7417 0.6197 -7.2615  -0.0598
C9 -2.0872 0.2519 -5.9533  -0.2808
C10 -1.7609 -1.1417 -5.4960  -0.3309
Sb2 0.0300 -1.3024 -4.2151  1.3079
C11 1.1701 -0.1027 -5.5959  -0.3182
C12 0.5465 -3.2067 -5.0267  -0.3193
H1 -1.2257 4.0265 -3.3065  0.0226
H2 -0.2882 2.7758 -4.1521  0.0044
H3 0.2325 3.3514 -2.5422  0.0027
H4 -3.5304 3.6478 -1.9113  0.0174
H5 -2.5563 3.5484 -0.4283  -0.0055
H6 -3.9107 2.4213 -0.6789  0.0172
H7 -4.0642 1.5500 -3.4893  0.0609
H8 -3.3463 -0.0737 -3.4965  0.0464
H9 -3.5283 3.2074 -5.0750  0.1122
H10 -2.8690 3.8078 -7.3713  0.1041
H11 -1.7008 2.1270 -8.7849  0.1057
H12 -1.2544 -0.1193 -7.8918  0.1121
H13 -1.5140 -1.7837 -6.3410  0.0529
H14 -2.6016 -1.5892 -4.9618  0.0526
H15 0.9517 -0.4211 -6.6185  0.0080
H16 2.2319 -0.2316 -5.3915  -0.0141
H17 0.9044 0.9556 -5.4965  -0.0076
H18 0.6408 -3.1125 -6.1125  0.0119
H19 -0.2452 -3.9239 -4.7859  0.0118
H20 1.4867 -3.5510 -4.5889  -0.0048
O1 0.0419 2.1468 -0.0857  -0.5075
Si1 0.3550 3.1435 1.2263  0.5436
C13 0.0156 4.9115 0.8116  -0.2316
C14 -1.1769 5.5252 1.2203  -0.0930
C15 -1.4596 6.8388 0.8605  -0.0770
C16 -0.5498 7.5582 0.0917  -0.0787
C17 0.6453 6.9681 -0.3135  -0.0787
C18 0.9257 5.6553 0.0465  -0.0856
C19 -0.8258 2.6244 2.5728  -0.2365
C20 -0.6236 2.9791 3.9108  -0.0709
C21 -1.5232 2.5908 4.8961  -0.0672
C22 -2.6489 1.8461 4.5610  -0.0756
C23 -2.8772 1.4884 3.2383  -0.0736
C24 -1.9713 1.8778 2.2598  -0.1090
C25 2.1514 2.8440 1.6389  -0.2154
C26 2.7886 3.5910 2.6409  -0.0881
C27 4.1071 3.3421 2.9966  -0.0727
C28 4.8266 2.3468 2.3470  -0.0721
C29 4.2300 1.6102 1.3314  -0.0703
C30 2.9072 1.8620 0.9836  -0.1022
H21 -1.8854 4.9735 1.8339  0.1019
H22 -2.3884 7.3014 1.1804  0.1059
H23 -0.7679 8.5844 -0.1894  0.1058
H24 1.3579 7.5325 -0.9082  0.1060
H25 1.8685 5.2050 -0.2637  0.1093
H26 0.2460 3.5696 4.1934  0.1013
H27 -1.3404 2.8620 5.9306  0.1097
H28 -3.3420 1.5336 5.3331  0.1077
H29 -3.7530 0.9033 2.9715  0.1063
H30 -2.1756 1.6109 1.2275  0.0592
H31 2.2395 4.3795 3.1546  0.1030
H32 4.5766 3.9263 3.7804  0.1076
H33 5.8565 2.1491 2.6233  0.1091
H34 4.7958 0.8466 0.8079  0.1119
H35 2.4770 1.2899 0.1805  0.0739
N1 3.0378 -1.6953 -3.2171  0.0447
C31 3.2680 -2.8550 -2.3975  -0.3355
C32 2.2663 -3.2859 -1.5289  -0.0586
C33 2.4986 -4.3541 -0.6685  -0.0561
C34 3.7301 -5.0152 -0.6852  -0.2542
C35 4.6913 -4.6309 -1.6083  -0.0472
C36 4.4609 -3.5534 -2.4615  -0.0400
S1 4.0900 -6.2480 0.5769  0.3895
O2 2.9977 -7.2041 0.5112  -0.3659
O3 4.0981 -5.4737 1.8142  -0.3751
O4 5.3920 -6.7819 0.2217  -0.3640
H36 3.8604 -1.4251 -3.7288  0.0786
H37 2.7313 -0.9300 -2.6548  0.0473
H38 1.3087 -2.7676 -1.5207  0.0696
H39 1.7294 -4.6945 0.0224  0.1049
H40 5.6282 -5.1763 -1.6364  0.1107
H41 5.2284 -3.2417 -3.1697  0.1072
C37 -4.3523 -4.3546 4.0892  -0.0462
C38 -3.2354 -3.7686 3.2588  -0.2611
C39 -3.4920 -2.8267 2.2711  -0.0265
C40 -2.4875 -2.2558 1.4893  -0.1751
C41 -3.0144 -1.3671 0.3613  -0.0418
C42 -1.1451 -2.5989 1.7592  -0.0766
C43 0.1013 -1.9409 1.1810  -0.2221
O5 -0.0995 -1.1187 -0.0021  -0.3307
C44 -0.8788 -3.6314 2.6805  -0.1978
C45 0.4844 -4.2637 2.8813  -0.0095
C46 -1.9242 -4.1818 3.4163  -0.0046
H42 -5.2397 -4.5400 3.4804  0.0779
H43 -4.6409 -3.6696 4.8931  0.0823
H44 -4.0491 -5.2979 4.5476  0.0777
H45 -4.5249 -2.5445 2.0666  0.1199
H46 -3.9367 -1.8066 -0.0211  0.0852
H47 -2.3490 -1.2850 -0.4827  0.0331
H48 -3.2709 -0.3614 0.7193  0.0628
H49 0.7904 -2.7199 0.9078  0.1064
H50 1.3104 -3.7362 2.4159  0.0655
H51 0.4772 -5.2736 2.4647  0.1058
H52 0.7097 -4.3439 3.9476  0.0970
H53 -1.6893 -4.9767 4.1244  0.1296
Cl1 1.8425 -1.4364 8.0517  0.6621
C47 1.5392 -1.3454 6.3425  -0.6677
C48 0.2341 -1.2586 5.8843  -0.0945
C49 -0.0050 -1.1499 4.5235  -0.0307
C50 1.0456 -1.1498 3.6111  -0.2155
C51 0.8101 -0.9188 2.1431  -0.0623
C52 2.3477 -1.2447 4.0967  -0.0160
C53 2.6038 -1.3442 5.4580  -0.0890
H54 -0.5872 -1.2731 6.5916  0.1069
H55 -1.0285 -1.0634 4.1711  0.1173
H56 0.1993 -0.0108 2.0830  0.0986
H57 1.7732 -0.7013 1.6765  0.1144
H58 3.1818 -1.2476 3.3980  0.1241
H59 3.6202 -1.4124 5.8285  0.1107